{"formula": "C68H90N8O26", "method": "ωB97M-V/def2-TZVPD", "molar_mass_da": 1435.50, "total_energy_ev": -137096.24029, "elements": ["C", "C", "C", "C", "C", "C", "N", "O", "O", "H", "H", "H", "H", "H", "C", "C", "C", "C", "C", "C", "N", "O", "O", "H", "H", "H", "H", "H", "C", "C", "C", "C", "C", "C", "N", "O", "O", "H", "H", "H", "H", "H", "C", "C", "C", "C", "C", "C", "N", "O", "O", "H", "H", "H", "H", "H", "C", "C", "C", "C", "C", "C", "N", "O", "O", "H", "H", "H", "H", "H", "C", "C", "C", "C", "C", "C", "N", "O", "O", "H", "H", "H", "H", "H", "C", "C", "C", "C", "C", "C", "N", "O", "O", "H", "H", "H", "H", "H", "C", "C", "C", "C", "C", "C", "N", "O", "O", "H", "H", "H", "H", "H", "C", "O", "C", "C", "O", "C", "H", "H", "H", "H", "H", "H", "H", "H", "H", "H", "C", "O", "C", "C", "O", "C", "H", "H", "H", "H", "H", "H", "H", "H", "H", "H", "C", "O", "C", "C", "O", "C", "H", "H", "H", "H", "H", "H", "H", "H", "H", "H", "C", "O", "C", "C", "O", "C", "H", "H", "H", "H", "H", "H", "H", "H", "H", "H", "C", "O", "C", "C", "O", "C", "H", "H", "H", "H", "H", "H", "H", "H", "H", "H"], "positions_angstrom": [[-3.40, -2.99, -0.34], [-3.96, -1.71, -0.50], [-4.39, -1.30, -1.78], [-3.97, -2.10, -2.96], [-3.52, -3.46, -2.74], [-3.12, -3.79, -1.42], [-4.18, -1.59, -4.34], [-4.93, -0.69, -4.55], [-3.49, -2.16, -5.16], [-3.10, -3.44, 0.60], [-4.03, -1.01, 0.33], [-4.68, -0.30, -2.05], [-3.28, -4.24, -3.44], [-2.70, -4.78, -1.29], [7.03, -1.03, -0.08], [6.24, -0.37, 0.83], [6.77, 0.76, 1.43], [8.05, 1.19, 1.17], [8.84, 0.52, 0.19], [8.29, -0.58, -0.45], [8.65, 2.34, 1.83], [7.86, 3.14, 2.28], [9.85, 2.47, 1.99], [6.76, -1.95, -0.57], [5.35, -0.89, 1.14], [6.16, 1.08, 2.26], [9.84, 0.88, 0.01], [8.98, -1.03, -1.14], [-1.05, -2.29, 4.25], [-1.20, -3.40, 3.37], [-0.06, -4.13, 3.02], [1.21, -3.67, 3.37], [1.31, -2.50, 4.07], [0.16, -1.87, 4.55], [2.47, -4.40, 2.87], [2.32, -5.44, 2.33], [3.60, -3.84, 3.01], [-1.89, -1.95, 4.84], [-2.15, -3.82, 3.10], [-0.32, -5.06, 2.55], [2.28, -2.02, 4.09], [0.40, -0.94, 5.05], [3.67, 2.51, 0.50], [3.26, 1.25, 0.80], [3.23, 0.89, 2.18], [3.66, 1.82, 3.17], [3.97, 3.13, 2.75], [4.06, 3.49, 1.45], [3.63, 1.53, 4.62], [3.26, 0.40, 4.96], [3.90, 2.44, 5.37], [3.84, 2.88, -0.50], [3.05, 0.46, 0.10], [2.81, -0.03, 2.54], [4.34, 3.84, 3.49], [4.39, 4.49, 1.21], [-4.83, 4.04, 2.07], [-5.40, 4.62, 0.97], [-6.01, 3.87, 0.00], [-6.21, 2.42, 0.28], [-5.60, 1.84, 1.36], [-4.90, 2.63, 2.24], [-7.05, 1.60, -0.64], [-6.93, 0.41, -0.58], [-7.78, 2.18, -1.42], [-4.36, 4.68, 2.81], [-5.23, 5.68, 0.94], [-6.58, 4.36, -0.77], [-5.74, 0.78, 1.48], [-4.55, 2.22, 3.18], [-9.64, -1.47, 2.32], [-9.00, -2.47, 1.54], [-7.73, -2.84, 1.83], [-6.95, -2.10, 2.68], [-7.62, -1.19, 3.52], [-8.95, -0.84, 3.34], [-5.54, -2.35, 2.85], [-4.79, -1.35, 3.13], [-5.14, -3.50, 2.53], [-10.67, -1.17, 2.29], [-9.52, -2.88, 0.68], [-7.31, -3.53, 1.11], [-7.14, -0.58, 4.27], [-9.50, -0.19, 4.01], [6.77, 3.63, -3.17], [7.03, 2.47, -2.44], [6.16, 1.37, -2.46], [4.93, 1.47, -3.15], [4.74, 2.58, -3.93], [5.67, 3.67, -3.96], [3.91, 0.46, -2.95], [4.08, -0.43, -2.11], [2.86, 0.63, -3.53], [7.51, 4.41, -3.08], [7.97, 2.38, -1.91], [6.38, 0.47, -1.91], [3.82, 2.71, -4.49], [5.40, 4.59, -4.46], [4.25, -7.32, -1.32], [3.67, -8.24, -2.17], [2.36, -8.00, -2.51], [1.58, -6.94, -1.92], [2.22, -6.05, -1.01], [3.52, -6.29, -0.66], [0.20, -6.70, -2.28], [-0.26, -5.59, -2.15], [-0.48, -7.62, -2.58], [5.25, -7.58, -0.98], [4.23, -9.09, -2.53], [1.81, -8.81, -2.97], [1.59, -5.38, -0.46], [4.05, -5.64, 0.01], [2.62, -2.52, -0.24], [1.74, -1.60, 0.52], [0.31, -1.47, 0.22], [-0.30, -0.33, 1.12], [-1.50, 0.09, 0.55], [-2.19, 0.98, 1.41], [2.61, -3.51, 0.21], [3.65, -2.20, -0.14], [2.35, -2.66, -1.29], [-0.22, -2.41, 0.32], [0.35, -1.07, -0.80], [0.47, 0.42, 1.28], [-0.56, -0.80, 2.07], [-3.02, 0.45, 1.87], [-2.66, 1.73, 0.76], [-1.78, 1.41, 2.32], [1.63, 3.67, 8.85], [0.69, 4.34, 7.96], [-0.09, 3.50, 7.26], [-0.81, 4.36, 6.10], [-0.96, 3.77, 4.77], [0.24, 3.29, 4.13], [2.23, 4.46, 9.29], [2.22, 2.87, 8.39], [1.07, 3.20, 9.66], [-0.87, 3.29, 7.99], [0.46, 2.64, 6.86], [-0.27, 5.29, 5.91], [-1.86, 4.54, 6.33], [1.06, 3.92, 3.79], [-0.19, 2.81, 3.25], [0.72, 2.60, 4.83], [-0.52, 5.75, -1.51], [-0.07, 5.12, -0.40], [-0.86, 4.69, 0.73], [-1.43, 5.58, 1.83], [-2.63, 6.24, 1.47], [-3.14, 7.33, 2.23], [-1.10, 6.60, -1.17], [-1.10, 5.04, -2.10], [0.33, 6.24, -2.00], [-0.35, 3.89, 1.27], [-1.72, 4.25, 0.23], [-0.65, 6.28, 2.12], [-1.52, 4.97, 2.74], [-2.44, 8.05, 2.66], [-3.69, 6.83, 3.02], [-3.87, 7.90, 1.65], [0.19, 2.36, -2.45], [-0.92, 2.24, -3.41], [-1.05, 0.93, -3.95], [-2.25, 0.97, -4.76], [-2.29, 2.05, -5.79], [-3.38, 1.78, -6.55], [0.10, 1.70, -1.59], [0.23, 3.34, -1.98], [1.10, 2.28, -3.05], [-1.17, 0.22, -3.13], [-0.18, 0.71, -4.56], [-3.05, 0.98, -4.02], [-2.30, 0.04, -5.32], [-3.62, 0.81, -6.99], [-3.22, 2.52, -7.34], [-4.33, 2.04, -6.09], [0.64, -5.06, -9.12], [0.49, -5.43, -7.81], [0.49, -4.30, -6.82], [0.47, -4.88, -5.41], [-0.17, -4.00, -4.49], [0.70, -2.96, -4.13], [1.61, -4.61, -9.34], [-0.15, -4.37, -9.42], [0.28, -5.90, -9.71], [-0.44, -3.76, -7.02], [1.37, -3.68, -6.96], [1.47, -5.08, -5.01], [-0.17, -5.75, -5.31], [0.56, -2.15, -4.85], [1.78, -3.01, -4.02], [0.24, -2.66, -3.19]]}